The following is a quantum chemistry calculation of a 12-piece molecular cluster, C31H64BCl22N2O4SSi overall at a distorted geometry, from the Open Molecules 2025 dataset.

Structure (ORCA input):
```
! RIJCOSX wB97M-V def2-TZVPD def2/J DEFGRID3
* xyz 1 1
C 0.5799 -2.9326 3.0412
C -0.7632 -2.4289 2.5079
C -0.9420 -0.9132 2.7155
C -0.9982 -0.0768 1.4096
C -1.9553 1.1000 1.5671
N 0.3738 0.2943 1.0015
C 1.1760 -0.4713 0.1479
C 0.8155 -1.7302 -0.5662
C -0.4365 -1.6407 -1.4611
O -0.1889 -2.2631 -2.6976
Si -1.1770 -3.5353 -3.1762
C -0.5692 -5.0802 -2.3130
C -0.9278 -3.7037 -5.0263
C -2.9923 -3.2271 -2.8522
C 2.4064 0.1502 0.0814
C 3.6631 -0.2637 -0.6009
C 4.4614 -1.1552 0.3704
C 5.4784 -2.0286 -0.3364
O 6.0064 -1.3050 -1.4415
N 2.3146 1.2862 0.8874
B 3.4803 2.2110 1.0856
O 3.7546 3.0145 0.0322
O 4.1886 2.1741 2.2384
C 4.3829 3.4052 2.9598
C 1.0902 1.3420 1.4166
C 0.7103 2.4393 2.3440
C 0.4847 3.7981 1.6181
C 0.2848 3.6994 0.1190
S -0.3747 5.2683 -0.5371
H 1.4043 -2.3435 2.6374
H 0.5892 -2.8613 4.1239
H 0.7586 -3.9618 2.7434
H -0.8347 -2.6867 1.4553
H -1.5570 -2.9755 3.0084
H -0.1033 -0.5402 3.2978
H -1.8835 -0.7532 3.2310
H -1.4025 -0.7109 0.6339
H -1.9146 1.5094 2.5704
H -2.9595 0.7051 1.4477
H -1.8153 1.8832 0.8304
H 0.7445 -2.5706 0.1174
H 1.6403 -1.9652 -1.2301
H -0.6571 -0.5874 -1.6369
H -1.2864 -2.0722 -0.9292
H 0.5140 -5.0334 -2.3441
H -0.8530 -5.0346 -1.2600
H -0.9256 -5.9952 -2.7688
H -0.0337 -3.1955 -5.3744
H -1.7778 -3.2304 -5.5186
H -0.9284 -4.7432 -5.3387
H -3.3864 -2.3448 -3.3451
H -3.5336 -4.1189 -3.1592
H -3.1703 -3.1271 -1.7807
H 4.2504 0.6094 -0.8674
H 3.4507 -0.7854 -1.5261
H 3.7352 -1.8059 0.8547
H 4.9110 -0.5625 1.1617
H 6.2846 -2.2564 0.3620
H 5.0496 -2.9872 -0.6305
H 6.8614 -1.6727 -1.6681
H 4.6484 3.3687 0.0745
H 3.5994 3.5187 3.7017
H 4.3428 4.2727 2.3031
H 5.3532 3.3681 3.4360
H -0.1364 2.1493 2.9469
H 1.5502 2.5543 3.0252
H -0.3411 4.3137 2.0937
H 1.3767 4.3991 1.7871
H -0.4066 2.9222 -0.1839
H 1.2139 3.5214 -0.4115
H -1.4553 4.8396 -1.2020
C -0.8759 -5.3488 5.5049
Cl -0.5493 -5.7539 3.8132
Cl -0.1887 -3.7807 5.9496
H -1.9493 -5.3089 5.6460
H -0.4307 -6.1136 6.1310
C 2.4084 -7.7467 4.7763
Cl 1.1917 -8.7334 5.5935
Cl 3.5744 -7.0527 5.9092
H 2.9437 -8.3672 4.0681
H 1.8981 -6.9369 4.2688
C 2.4782 -7.6825 -3.6632
Cl 2.2556 -6.2478 -4.6733
Cl 2.0653 -7.3716 -1.9713
H 1.8324 -8.4684 -4.0344
H 3.5169 -7.9834 -3.7148
C -4.2964 -7.0675 4.1568
Cl -4.6231 -6.3662 5.7479
Cl -3.8987 -5.8354 2.9536
H -3.4558 -7.7462 4.2429
H -5.1831 -7.5951 3.8287
C 5.7663 -4.2630 3.1081
Cl 4.2870 -5.1011 2.6262
Cl 5.4939 -2.5188 3.2043
H 6.0773 -4.6191 4.0825
H 6.5279 -4.4617 2.3636
C -3.6112 6.4247 -2.6632
Cl -3.8345 4.6820 -2.4164
Cl -4.5222 7.0179 -4.0519
H -3.9485 6.9440 -1.7751
H -2.5572 6.6103 -2.8345
C 4.6403 7.5928 2.5024
Cl 4.3618 7.1063 4.1790
Cl 3.3284 7.0508 1.4450
H 4.7063 8.6728 2.4624
H 5.5624 7.1424 2.1560
C -7.5730 4.8158 -3.5446
Cl -8.2750 4.0318 -4.9707
Cl -8.7933 5.6608 -2.5869
H -7.1112 4.0551 -2.9278
H -6.8321 5.5352 -3.8731
C -1.1648 1.8480 -4.1594
Cl -1.3765 3.4385 -4.8795
Cl -1.3865 1.9095 -2.3964
H -1.9010 1.1682 -4.5704
H -0.1609 1.4983 -4.3658
C -7.9561 7.4832 -6.0666
Cl -7.4553 8.7626 -4.9519
Cl -6.7045 7.1253 -7.2630
H -8.1442 6.5811 -5.4965
H -8.8519 7.8042 -6.5832
C -2.4655 9.5360 -2.3843
Cl -1.3676 8.3854 -1.6017
Cl -4.0739 9.5233 -1.6530
H -2.0490 10.5298 -2.2784
H -2.5582 9.2692 -3.4304
*
```

- HOMO level (hartree) = -0.4060
- LUMO level (hartree) = -0.0654
- Kohn-Sham gap (eV) = 9.270



The following is a quantum chemistry calculation of C4H12N3Sr as an isolated structure at a distorted geometry, from the Open Molecules 2025 dataset.

Structure (ORCA input):
```
! RIJCOSX wB97M-V def2-TZVPD def2/J DEFGRID3
* xyz -1 1
C 1.0775 -2.0224 -0.5716
Sr -0.3457 -0.2155 0.2876
N -1.3195 2.1594 0.4504
H 0.0165 0.4435 -1.8794
H -2.2879 1.9017 0.2147
H 1.6752 0.8301 -0.4677
H 1.4941 -1.7809 -1.5635
H 0.1307 -2.6270 -0.5184
H 1.7656 -2.1006 0.3037
H -1.1527 2.4036 1.4348
H -0.8370 2.7434 -0.2497
N -0.6380 -0.4559 3.5943
C -1.0759 -1.2863 4.5351
C -1.4604 -2.4583 3.9177
C -1.2446 -2.3242 2.5569
N -0.7396 -1.0748 2.3835
H -0.2564 0.5048 3.6219
H -1.0746 -0.9722 5.5475
H -1.8541 -3.3337 4.3634
H -1.3885 -2.9829 1.6922
*
```

- energy above the lowest of the compared OMol25 structures with the same formula, charge and spin (eV) = 2.287
- HOMO level (alpha / beta) (hartree) = -0.0341 / -0.0340
- LUMO level (alpha / beta) (hartree) = 0.0785 / 0.0786
- Kohn-Sham gap (alpha / beta) (eV) = 3.065 / 3.065